No. 1
196
Properties=species:S:1:pos:R:3:lowdin_charge:R:1 method="wB97M-V/def2-TZVPD" total_energy_ha=-6114.85449 charge=0 multiplicity=1
C 5.606 0.683 -4.063 -0.04
C 4.408 0.798 -3.320 -0.05
C 3.389 1.602 -3.833 0.00
C 3.589 2.283 -5.048 -0.13
C 4.791 2.216 -5.787 -0.01
C 5.749 1.404 -5.260 -0.09
N 2.452 3.032 -5.578 -0.36
O 1.427 3.069 -4.957 0.05
O 2.611 3.525 -6.669 0.09
H 6.456 0.134 -3.710 0.09
H 4.150 0.287 -2.345 0.13
H 2.532 1.669 -3.217 0.09
H 4.934 2.722 -6.808 0.15
H 6.685 1.377 -5.812 0.11
C -0.141 -1.628 0.140 -0.05
C 0.966 -2.447 -0.136 -0.03
C 0.737 -3.825 -0.339 -0.04
C -0.507 -4.379 -0.177 -0.16
C -1.644 -3.561 0.036 0.01
C -1.429 -2.185 0.153 -0.07
N -0.741 -5.825 -0.351 -0.36
O 0.178 -6.562 -0.443 0.09
O -1.932 -6.188 -0.308 0.05
H -0.090 -0.544 0.181 0.09
H 1.972 -2.093 -0.359 0.11
H 1.561 -4.440 -0.641 0.09
H -2.668 -3.934 0.053 0.12
H -2.266 -1.518 0.394 0.11
C -6.640 5.992 -6.591 -0.08
C -7.305 5.474 -5.467 -0.04
C -6.815 5.759 -4.165 0.00
C -5.560 6.370 -4.051 -0.15
C -4.883 6.886 -5.185 0.02
C -5.475 6.742 -6.470 -0.05
N -4.942 6.402 -2.730 -0.35
O -3.715 6.396 -2.672 0.06
O -5.674 6.250 -1.775 0.07
H -7.023 5.765 -7.564 0.10
H -8.236 4.938 -5.580 0.10
H -7.362 5.570 -3.246 0.12
H -3.974 7.368 -5.052 0.09
H -5.082 7.183 -7.391 0.11
C 4.589 -6.226 -0.421 -0.05
C 5.817 -6.132 0.319 -0.06
C 6.555 -5.004 0.141 -0.02
C 6.112 -3.965 -0.714 -0.10
C 5.021 -4.112 -1.559 -0.01
C 4.236 -5.232 -1.341 -0.08
N 6.984 -2.730 -0.795 -0.36
O 7.915 -2.667 -0.007 0.07
O 6.606 -1.844 -1.494 0.07
H 3.884 -6.996 -0.250 0.09
H 6.088 -6.901 1.023 0.11
H 7.464 -4.816 0.749 0.13
H 4.754 -3.472 -2.328 0.10
H 3.431 -5.365 -2.113 0.12
C 4.352 -0.572 3.782 -0.05
C 5.142 -1.480 4.516 -0.05
C 4.839 -1.719 5.831 0.00
C 3.662 -1.151 6.320 -0.13
C 2.875 -0.301 5.619 -0.02
C 3.207 -0.015 4.320 -0.06
N 3.209 -1.614 7.663 -0.38
O 2.051 -1.343 7.880 0.05
O 3.876 -2.323 8.275 0.14
H 4.550 -0.476 2.718 0.11
H 5.997 -1.905 3.979 0.11
H 5.452 -2.252 6.470 0.10
H 1.994 0.112 6.070 0.11
H 2.609 0.746 3.772 0.11
C 6.928 2.009 -0.759 -0.04
C 7.518 3.055 -1.530 -0.05
C 6.828 4.199 -1.883 0.00
C 5.558 4.287 -1.346 -0.13
C 4.974 3.359 -0.489 0.00
C 5.671 2.199 -0.234 -0.08
N 4.833 5.564 -1.555 -0.35
O 5.304 6.339 -2.325 0.10
O 3.815 5.745 -0.892 0.05
H 7.465 1.102 -0.497 0.11
H 8.458 2.932 -1.959 0.08
H 7.300 4.940 -2.520 0.13
H 3.974 3.534 -0.129 0.08
H 5.289 1.424 0.409 0.11
C -0.505 -1.402 6.014 -0.05
C -0.893 -0.903 4.810 -0.06
C -1.922 -1.482 4.116 0.00
C -2.529 -2.632 4.595 -0.15
C -2.226 -3.153 5.851 -0.01
C -1.227 -2.507 6.549 -0.07
N -3.474 -3.293 3.676 -0.32
O -3.705 -2.653 2.642 0.03
O -3.930 -4.390 3.954 0.08
H 0.246 -0.912 6.632 0.08
H -0.406 -0.017 4.366 0.11
H -2.230 -1.162 3.166 0.09
H -2.791 -4.011 6.223 0.13
H -1.010 -2.852 7.565 0.12
C -6.691 -3.347 -0.909 -0.06
C -6.990 -3.389 -2.288 -0.05
C -7.490 -4.617 -2.774 -0.01
C -7.594 -5.670 -1.886 -0.16
C -7.268 -5.648 -0.544 0.00
C -6.876 -4.429 -0.025 -0.05
N -8.049 -6.962 -2.416 -0.40
O -8.496 -7.739 -1.656 0.11
O -7.863 -7.137 -3.582 0.09
H -6.458 -2.423 -0.484 0.08
H -6.939 -2.539 -3.007 0.12
H -7.795 -4.718 -3.786 0.11
H -7.272 -6.597 0.063 0.15
H -6.699 -4.350 1.001 0.09
C -5.938 4.120 1.160 -0.04
C -5.553 5.125 2.099 -0.05
C -4.563 4.931 3.042 -0.01
C -3.907 3.724 3.041 -0.20
C -4.238 2.714 2.159 -0.01
C -5.163 2.954 1.125 -0.05
N -2.848 3.495 3.975 -0.35
O -2.031 4.394 4.149 0.06
O -2.780 2.459 4.602 0.09
H -6.589 4.335 0.324 0.10
H -6.036 6.084 2.089 0.10
H -4.219 5.759 3.629 0.12
H -3.662 1.770 2.133 0.13
H -5.380 2.178 0.392 0.10
C 0.708 -5.002 4.033 -0.07
C 1.531 -5.331 2.974 -0.08
C 2.866 -5.293 3.067 -0.03
C 3.463 -5.058 4.284 -0.12
C 2.698 -4.745 5.399 0.02
C 1.285 -4.657 5.213 -0.05
N 4.971 -5.100 4.438 -0.35
O 5.607 -4.777 3.411 0.03
O 5.433 -5.477 5.443 0.13
H -0.397 -5.042 3.992 0.12
H 0.987 -5.650 2.013 0.13
H 3.423 -5.529 2.147 0.12
H 3.070 -4.699 6.379 0.10
H 0.767 -4.188 6.051 0.09
C -0.123 4.994 -1.551 -0.09
C -1.105 4.799 -0.591 -0.04
C -0.954 3.726 0.331 0.02
C 0.194 2.951 0.214 -0.13
C 1.129 3.189 -0.773 -0.04
C 1.011 4.168 -1.771 -0.05
N 0.607 1.925 1.276 -0.32
O -0.335 1.525 1.964 0.05
O 1.764 1.602 1.322 0.07
H -0.102 5.857 -2.293 0.13
H -1.988 5.385 -0.637 0.09
H -1.641 3.619 1.148 0.09
H 2.062 2.694 -0.672 0.08
H 1.750 4.537 -2.514 0.12
C 0.709 6.316 2.691 -0.05
C 1.615 5.892 1.737 -0.07
C 2.522 4.928 2.114 0.00
C 2.531 4.459 3.427 -0.14
C 1.610 4.878 4.374 0.00
C 0.685 5.851 4.048 -0.05
N 3.611 3.535 3.745 -0.36
O 4.190 3.016 2.803 0.04
O 3.912 3.309 4.877 0.11
H 0.076 7.162 2.361 0.12
H 1.677 6.378 0.779 0.10
H 3.313 4.490 1.581 0.07
H 1.732 4.550 5.388 0.12
H 0.013 6.287 4.736 0.09
C -1.246 1.761 -3.865 -0.04
C -1.956 2.952 -3.881 -0.03
C -3.355 2.957 -3.586 0.03
C -3.956 1.765 -3.329 -0.18
C -3.320 0.562 -3.289 0.00
C -1.963 0.555 -3.618 -0.03
N -5.397 1.859 -3.056 -0.35
O -5.809 3.006 -2.928 0.04
O -6.055 0.866 -2.962 0.10
H -0.175 1.733 -4.140 0.09
H -1.317 3.770 -4.069 0.09
H -3.880 3.878 -3.448 0.09
H -3.806 -0.287 -2.873 0.11
H -1.363 -0.330 -3.656 0.05
C -2.833 -5.728 -3.349 -0.04
C -1.536 -6.205 -3.352 -0.07
C -0.414 -5.381 -3.500 -0.01
C -0.625 -4.036 -3.685 -0.14
C -1.928 -3.488 -3.619 0.01
C -2.998 -4.349 -3.475 -0.05
N 0.474 -3.085 -3.613 -0.33
O 1.566 -3.428 -3.295 0.09
O 0.157 -1.917 -3.897 0.03
H -3.688 -6.330 -3.275 0.10
H -1.338 -7.283 -3.134 0.13
H 0.545 -5.820 -3.480 0.11
H -1.997 -2.392 -3.637 0.10
H -3.949 -3.884 -3.301 0.10

***

No. 2
17
Properties=species:S:1:pos:R:3:nbo_charge:R:1 method="wB97M-V/def2-TZVPD" total_energy_ha=-1084.08633 charge=0 multiplicity=1 smiles="C[C@H](O)CN(S)C=S"
C 0.634 1.053 0.932 -0.66
C -0.707 1.198 0.217 0.09
O -1.819 0.846 1.003 -0.72
C -0.628 0.186 -1.094 -0.29
N -0.063 -1.080 -0.650 -0.55
S -0.904 -2.107 0.516 0.23
C 1.143 -1.351 -1.099 -0.08
S 2.002 -0.520 -2.237 -0.15
H 0.683 1.483 2.077 0.23
H 1.500 1.507 0.308 0.24
H 0.960 -0.185 0.990 0.19
H -0.874 2.132 -0.158 0.19
H -1.731 0.065 1.524 0.47
H 0.058 0.611 -1.843 0.26
H -1.708 0.157 -1.438 0.23
H -0.270 -1.732 1.585 0.10
H 1.724 -2.264 -0.635 0.23

***

No. 3
25
Properties=species:S:1:pos:R:3:nbo_charge:R:1 method="wB97M-V/def2-TZVPD" total_energy_ha=-1028.57032 charge=-1 multiplicity=1 smiles="CN([S-])C(=O)C(=C=O)Cc1ccccc1"
C -0.743 2.246 -0.742 -0.42
N -1.617 1.138 -1.042 -0.54
S -1.430 0.476 -2.621 -0.44
C -2.096 0.460 0.046 0.64
O -2.525 1.072 1.067 -0.71
C -2.422 -0.956 -0.157 -0.42
C -3.290 -1.620 0.507 0.77
O -4.021 -2.406 0.872 -0.47
C -1.250 -1.816 -0.730 -0.42
C 0.113 -1.356 -0.306 0.00
C 1.075 -0.811 -1.210 -0.23
C 2.234 -0.236 -0.691 -0.22
C 2.480 -0.177 0.678 -0.25
C 1.447 -0.641 1.533 -0.21
C 0.289 -1.235 1.082 -0.23
H 0.322 1.781 -0.756 0.18
H -0.857 3.005 -1.565 0.20
H -0.968 2.532 0.250 0.22
H -1.345 -1.723 -1.790 0.27
H -1.362 -2.839 -0.405 0.20
H 0.845 -0.531 -2.291 0.27
H 2.928 0.357 -1.306 0.20
H 3.304 0.424 1.049 0.20
H 1.507 -0.434 2.633 0.19
H -0.392 -1.493 1.843 0.22

***

No. 4
17
Properties=species:S:1:pos:R:3:nbo_charge:R:1 method="wB97M-V/def2-TZVPD" total_energy_ha=-611.91883 charge=0 multiplicity=1 smiles=C[C@H](N)CCS
C 0.077 1.623 -1.338 -0.62
C -0.406 0.409 -0.558 -0.06
N -1.414 0.950 0.362 -0.81
C 0.785 -0.329 0.122 -0.42
C 0.354 -1.323 1.225 -0.57
S -0.934 -2.516 0.871 -0.03
H 0.651 2.312 -0.686 0.19
H 0.867 1.461 -2.089 0.21
H -0.755 2.080 -1.874 0.23
H -0.824 -0.213 -1.366 0.19
H -0.945 1.719 0.836 0.34
H -1.579 0.245 1.079 0.35
H 1.397 0.494 0.505 0.21
H 1.273 -0.853 -0.710 0.21
H 0.230 -0.867 2.206 0.23
H 1.341 -1.825 1.266 0.23
H -0.117 -3.365 0.149 0.13

***

No. 5
90
Properties=species:S:1:pos:R:3:lowdin_charge:R:1 method="wB97M-V/def2-TZVPD" total_energy_ha=-6684.43065 charge=+2 multiplicity=1
W 0.283 -0.565 0.756 1.80
O -1.489 -0.300 0.596 -0.26
C -2.667 0.561 0.493 -0.36
C -2.115 1.653 -0.406 -0.05
C -0.890 2.337 0.149 -0.18
C -0.932 3.714 0.235 0.03
C 0.215 4.437 0.510 0.02
C 1.403 3.748 0.617 0.01
C 1.417 2.365 0.552 -0.23
C 2.758 1.692 0.604 -0.08
C 2.900 0.606 -0.464 -0.34
O 1.902 -0.386 -0.003 -0.30
C 2.488 1.109 -1.832 -0.19
C 3.339 2.033 -2.439 -0.01
C 3.009 2.589 -3.663 -0.04
C 1.833 2.221 -4.304 -0.05
C 0.994 1.290 -3.714 -0.05
C 1.319 0.737 -2.479 -0.04
C 4.234 -0.108 -0.456 -0.16
C 4.605 -0.849 -1.576 -0.01
C 5.789 -1.566 -1.578 -0.04
C 6.614 -1.550 -0.461 -0.05
C 6.248 -0.820 0.658 -0.05
C 5.058 -0.106 0.665 -0.02
N 0.266 1.642 0.407 0.06
C -3.763 -0.284 -0.123 -0.16
C -4.280 -0.029 -1.385 -0.02
C -5.290 -0.834 -1.898 -0.05
C -5.772 -1.899 -1.158 -0.06
C -5.251 -2.161 0.104 -0.05
C -4.257 -1.352 0.623 -0.01
C -3.068 1.089 1.852 -0.17
C -2.462 0.730 3.041 -0.02
C -2.935 1.249 4.244 -0.05
C -3.994 2.137 4.258 -0.05
C -4.605 2.499 3.063 -0.04
C -4.154 1.968 1.869 -0.01
H -2.874 2.408 -0.598 0.13
H -1.841 1.214 -1.370 0.14
H -1.871 4.215 0.052 0.13
H 0.187 5.516 0.581 0.14
H 2.341 4.270 0.739 0.14
H 2.911 1.267 1.597 0.07
H 3.529 2.446 0.452 0.15
H 4.271 2.309 -1.960 0.13
H 3.679 3.302 -4.124 0.12
H 1.582 2.645 -5.266 0.12
H 0.090 0.975 -4.218 0.11
H 0.663 -0.026 -2.073 0.09
H 3.973 -0.857 -2.455 0.13
H 6.073 -2.131 -2.455 0.12
H 7.543 -2.102 -0.467 0.12
H 6.889 -0.802 1.529 0.12
H 4.801 0.457 1.552 0.11
H -3.921 0.797 -1.986 0.11
H -5.698 -0.623 -2.877 0.11
H -6.561 -2.522 -1.557 0.12
H -5.633 -2.988 0.687 0.11
H -3.871 -1.542 1.618 0.13
H -1.660 0.001 3.071 0.08
H -2.483 0.939 5.175 0.07
H -4.359 2.531 5.197 0.12
H -5.446 3.178 3.064 0.12
H -4.665 2.216 0.947 0.13
C 2.095 2.991 5.511 -0.35
S 0.943 2.376 4.254 0.85
C 0.509 0.815 4.915 -0.99
C 0.592 -0.352 4.244 -1.07
S 1.519 -0.541 2.785 0.77
S -0.010 -1.791 5.033 0.93
C -0.445 -1.027 6.548 -1.46
S -1.105 -1.803 7.795 0.69
S -0.143 0.706 6.524 0.95
H 2.314 4.018 5.227 0.04
H 3.010 2.406 5.516 0.05
H 1.637 2.996 6.496 0.03
Br -0.974 -7.815 2.417 0.82
C -0.426 -6.662 1.039 -0.67
C -0.027 -7.186 -0.188 -0.07
C 0.377 -6.346 -1.219 -0.03
C 0.381 -4.977 -1.038 0.02
C -0.015 -4.463 0.200 -0.14
C -0.418 -5.297 1.249 -0.03
C -0.012 -3.044 0.417 -0.47
O -0.174 -2.468 1.549 -0.14
O 0.186 -2.167 -0.521 -0.08
H -0.035 -8.257 -0.336 0.12
H 0.686 -6.771 -2.164 0.12
H 0.688 -4.310 -1.831 0.13
H -0.721 -4.881 2.199 0.12

***

No. 6
79
Properties=species:S:1:pos:R:3:lowdin_charge:R:1 method="wB97M-V/def2-TZVPD" total_energy_ha=-5726.80767 charge=-1 multiplicity=1
Sn 0.451 -0.491 -0.134 1.06
O -0.369 -3.905 1.448 0.13
C -1.177 -4.542 0.570 -0.21
C -0.752 -5.393 -0.438 0.01
C -1.750 -5.933 -1.223 -0.07
C -3.108 -5.630 -1.015 -0.08
C -3.501 -4.768 -0.015 -0.02
C -2.505 -4.221 0.794 -0.14
C -2.469 -3.297 1.875 0.06
N -1.230 -3.132 2.235 -0.08
N -0.781 -2.392 3.244 0.14
C 0.337 -1.691 3.009 -0.48
O 1.042 -1.703 1.979 -0.17
C 0.692 -0.766 4.130 -0.14
C 0.210 -0.947 5.422 -0.03
C 0.513 -0.024 6.411 -0.08
C 1.288 1.089 6.111 -0.10
C 1.769 1.272 4.822 -0.08
C 1.476 0.343 3.835 -0.02
H 0.297 -5.592 -0.604 0.12
H -1.477 -6.598 -2.032 0.10
H -3.851 -6.066 -1.669 0.10
H -4.537 -4.491 0.118 0.12
H -3.229 -2.704 2.357 0.14
H -0.416 -1.803 5.634 0.11
H 0.122 -0.158 7.412 0.10
H 1.506 1.820 6.880 0.10
H 2.360 2.147 4.580 0.11
H 1.840 0.475 2.824 0.11
O -3.480 -1.813 -0.889 0.06
C -2.415 -1.218 -0.866 -0.64
O -1.309 -1.674 -0.385 -0.31
C -2.346 0.176 -1.478 -0.22
C -3.516 0.789 -1.981 0.02
C -3.408 2.021 -2.543 0.01
C -2.145 2.665 -2.605 -0.15
C -1.957 3.947 -3.173 -0.04
C -0.718 4.521 -3.183 -0.08
C 0.389 3.842 -2.623 -0.06
C 0.240 2.601 -2.076 -0.01
C -1.035 1.988 -2.065 -0.21
N -1.174 0.743 -1.529 0.05
H -4.448 0.252 -1.889 0.12
H -4.277 2.531 -2.944 0.12
H -2.813 4.465 -3.589 0.11
H -0.578 5.502 -3.619 0.10
H 1.362 4.315 -2.619 0.11
H 1.087 2.076 -1.646 0.08
C 0.386 0.226 -5.232 -0.08
C 1.837 -0.167 -5.078 -0.32
O 2.363 0.457 -3.901 -0.30
P 2.947 -0.384 -2.659 0.08
O 3.156 0.574 -1.553 -0.39
Te 1.513 -2.259 -2.218 0.56
O 4.291 -1.051 -3.232 -0.31
C 5.384 -0.173 -3.567 -0.28
C 6.310 0.000 -2.383 -0.08
H -0.045 -0.256 -6.111 0.08
H 0.287 1.308 -5.335 0.08
H -0.176 -0.087 -4.350 0.06
H 2.441 0.179 -5.920 0.11
H 1.935 -1.252 -5.012 0.06
H 4.994 0.791 -3.902 0.11
H 5.895 -0.646 -4.406 0.11
H 5.782 0.486 -1.564 0.07
H 7.168 0.614 -2.669 0.07
H 6.672 -0.969 -2.039 0.08
F 0.033 4.905 5.150 0.09
C -0.528 3.909 4.441 -0.16
C -1.378 3.008 5.048 -0.17
F -1.641 3.132 6.361 0.09
C -1.941 1.981 4.313 -0.27
F -2.753 1.147 4.980 0.06
C -1.699 1.794 2.953 -0.56
Se -2.501 0.403 1.956 0.66
C -0.816 2.715 2.388 -0.27
F -0.475 2.623 1.089 0.04
C -0.246 3.755 3.098 -0.16
F 0.594 4.617 2.498 0.10